--- w ---
# C38H98N6O10

A 10-piece molecular cluster, C38H98N6O10 overall (the ωB97M-V functional and the def2-TZVPD basis, the Open Molecules 2025 dataset).

## Properties
* total charge: 0
* SMILES: CC1(C)CCCC(C)(C)N1O.CC1(C)CCCC(C)(C)N1O.COC[C@H](C)N.COC[C@H](C)N.COC[C@H](C)N.COC[C@H](C)N.CO.CO.CO.CO
* HOMO-LUMO gap: 8.76 eV
* lowest unoccupied orbital energy: 0.406 eV

Geometry as XYZ:
```
152
Properties=species:S:1:pos:R:3:mulliken_charge:R:1
C -7.73 4.86 -3.48 -1.889
C -7.43 6.04 -2.46 1.483
C -8.73 6.42 -1.59 -1.541
C -6.26 5.49 -1.63 -1.267
C -5.60 6.58 -0.80 -0.584
C -5.09 7.63 -1.72 -1.227
C -6.19 8.26 -2.63 1.668
C -7.13 9.12 -1.79 -1.570
C -5.50 9.11 -3.66 -2.030
N -6.96 7.18 -3.24 0.084
O -7.95 7.65 -4.12 -0.449
H -6.94 4.57 -4.18 0.420
H -7.99 3.96 -2.93 0.393
H -8.52 5.12 -4.19 0.395
H -9.51 6.81 -2.23 0.387
H -9.20 5.51 -1.22 0.411
H -8.53 7.10 -0.76 0.275
H -6.67 4.68 -1.04 0.502
H -5.50 5.00 -2.24 0.419
H -6.22 6.97 0.00 0.298
H -4.78 6.00 -0.37 0.341
H -4.23 7.28 -2.29 0.410
H -4.77 8.44 -1.07 0.385
H -7.23 8.82 -0.75 0.277
H -8.18 9.00 -2.06 0.262
H -6.92 10.18 -1.95 0.483
H -4.85 9.80 -3.14 0.409
H -6.26 9.68 -4.19 0.403
H -5.11 8.40 -4.39 0.491
H -8.56 8.20 -3.63 0.361
C -5.63 -6.46 -2.48 -1.854
C -6.71 -5.39 -2.78 1.617
C -7.76 -5.18 -1.62 -1.717
C -5.93 -4.04 -2.95 -1.143
C -6.44 -2.95 -3.81 -0.686
C -7.21 -3.43 -5.00 -1.100
C -8.03 -4.70 -4.77 1.386
C -9.39 -4.22 -4.22 -1.748
C -8.39 -5.26 -6.24 -1.849
N -7.32 -5.76 -4.00 0.186
O -8.10 -6.92 -3.89 -0.472
H -5.23 -6.28 -1.48 0.381
H -6.01 -7.48 -2.51 0.416
H -4.85 -6.46 -3.24 0.431
H -8.51 -5.97 -1.73 0.361
H -7.29 -5.24 -0.64 0.430
H -8.26 -4.22 -1.71 0.354
H -5.81 -3.58 -1.97 0.338
H -4.91 -4.17 -3.31 0.394
H -7.00 -2.25 -3.20 0.322
H -5.64 -2.34 -4.23 0.345
H -6.51 -3.54 -5.82 0.454
H -7.93 -2.71 -5.40 0.377
H -9.37 -3.61 -3.32 0.335
H -10.00 -5.04 -3.85 0.432
H -10.12 -3.76 -4.89 0.399
H -9.23 -5.95 -6.34 0.390
H -7.52 -5.70 -6.74 0.435
H -8.88 -4.48 -6.82 0.432
H -7.54 -7.60 -4.26 0.355
C 1.16 -2.52 0.77 -0.729
O 1.73 -1.78 -0.24 -0.330
C 0.99 -0.74 -0.78 -0.878
C 1.26 0.55 0.05 0.689
C 0.52 1.80 -0.49 -1.404
N 2.69 0.69 0.11 -0.752
H 0.47 -3.27 0.39 0.276
H 0.72 -1.89 1.55 0.310
H 1.96 -3.06 1.27 0.256
H 1.10 -0.47 -1.83 0.410
H -0.07 -0.93 -0.93 0.379
H 0.93 0.25 1.05 0.182
H 0.37 2.47 0.36 0.373
H -0.50 1.47 -0.72 0.330
H 0.98 2.35 -1.31 0.352
H 3.05 -0.17 0.50 0.272
H 2.82 1.40 0.81 0.264
C 8.69 -10.24 4.37 -0.731
O 8.79 -8.82 4.10 -0.312
C 9.03 -8.02 5.26 -0.714
C 9.38 -6.46 4.94 0.358
C 9.94 -5.78 6.12 -1.403
N 8.21 -5.67 4.48 -0.651
H 9.76 -10.39 4.52 0.311
H 8.47 -10.78 3.46 0.268
H 8.13 -10.51 5.27 0.283
H 8.14 -8.03 5.89 0.305
H 9.88 -8.36 5.85 0.398
H 10.14 -6.41 4.16 0.306
H 9.16 -5.90 6.87 0.333
H 10.13 -4.75 5.80 0.346
H 10.81 -6.31 6.48 0.381
H 7.55 -6.30 4.05 0.255
H 7.64 -5.53 5.30 0.271
C 1.90 -2.67 7.62 -0.685
O 1.53 -4.02 7.63 -0.387
C 2.17 -4.85 8.56 -0.707
C 1.79 -4.42 9.99 0.419
C 2.61 -5.28 11.00 -1.528
N 0.38 -4.73 10.24 -0.725
H 1.50 -2.15 8.49 0.277
H 1.42 -2.14 6.79 0.257
H 2.98 -2.57 7.59 0.312
H 2.09 -5.93 8.41 0.377
H 3.21 -4.70 8.28 0.334
H 1.96 -3.37 10.25 0.353
H 3.68 -5.16 10.87 0.391
H 2.61 -6.33 10.70 0.330
H 2.25 -5.24 12.03 0.369
H -0.09 -4.36 9.43 0.296
H 0.28 -5.68 9.90 0.315
C 4.38 7.20 -5.77 -0.756
O 5.05 7.25 -4.54 -0.335
C 4.21 7.75 -3.47 -1.026
C 4.75 7.73 -2.02 0.667
C 5.67 8.91 -1.74 -1.514
N 5.30 6.43 -1.76 -0.721
H 4.08 8.20 -6.08 0.305
H 3.50 6.55 -5.82 0.312
H 5.06 6.87 -6.56 0.262
H 4.09 8.80 -3.75 0.433
H 3.19 7.37 -3.55 0.463
H 3.82 7.96 -1.50 0.179
H 5.36 9.94 -1.91 0.399
H 6.67 8.87 -2.16 0.319
H 5.83 8.86 -0.66 0.370
H 6.02 6.09 -2.38 0.306
H 4.52 5.93 -2.14 0.338
C 7.13 -5.34 -0.78 -0.498
O 6.71 -6.36 0.11 -0.495
H 6.38 -4.56 -0.67 0.188
H 8.02 -4.75 -0.54 0.261
H 7.18 -5.63 -1.83 0.255
H 7.35 -7.05 0.30 0.288
C 2.65 6.84 4.44 -0.517
O 1.50 6.02 4.12 -0.504
H 3.54 6.51 3.91 0.225
H 2.64 7.91 4.28 0.253
H 2.84 6.65 5.50 0.246
H 0.68 6.53 4.15 0.297
C 4.88 -0.19 -6.92 -0.452
O 4.96 1.14 -7.41 -0.507
H 4.11 -0.73 -7.47 0.195
H 5.88 -0.52 -7.19 0.230
H 4.58 -0.36 -5.88 0.235
H 5.33 1.76 -6.77 0.299
C 8.68 -0.12 1.75 -0.511
O 8.69 -0.35 3.16 -0.502
H 9.20 0.79 1.44 0.249
H 9.09 -0.99 1.24 0.218
H 7.74 -0.05 1.21 0.241
H 8.54 -1.27 3.37 0.303
```

***

--- x ---
# C38H98N6O10

A 10-piece molecular cluster, C38H98N6O10 overall (the ωB97M-V functional and the def2-TZVPD basis, the Open Molecules 2025 dataset).

## Properties
* total charge: 0
* SMILES: CC1(C)CCCC(C)(C)N1O.CC1(C)CCCC(C)(C)N1O.COC[C@H](C)N.COC[C@H](C)N.COC[C@H](C)N.COC[C@H](C)N.CO.CO.CO.CO
* HOMO-LUMO gap: 8.46 eV
* lowest unoccupied orbital energy: 0.444 eV

Geometry as XYZ:
```
152
Properties=species:S:1:pos:R:3:mulliken_charge:R:1
C -0.37 -1.20 -1.10 -0.763
C -1.17 -1.19 0.21 2.454
C -2.02 -2.49 0.18 -2.616
C -0.24 -1.29 1.42 -0.517
C 0.50 0.02 1.65 0.114
C -0.54 1.08 1.97 -1.311
C -1.53 1.26 0.82 2.509
C -2.69 2.10 1.34 -2.079
C -0.87 1.99 -0.38 0.051
N -2.08 -0.06 0.44 1.255
O -3.02 0.08 -0.61 -0.468
H 0.26 -2.09 -1.15 0.568
H -1.05 -1.21 -1.96 -0.168
H 0.35 -0.39 -1.21 -0.287
H -2.19 -2.88 1.18 0.186
H -2.95 -2.38 -0.37 0.309
H -1.49 -3.25 -0.40 0.453
H -0.83 -1.55 2.30 0.646
H 0.44 -2.12 1.22 -0.711
H 1.21 -0.14 2.47 0.267
H 1.11 0.30 0.79 -0.562
H 0.03 2.02 2.07 0.166
H -0.94 0.84 2.96 0.279
H -3.11 1.66 2.25 0.239
H -3.52 2.21 0.65 0.414
H -2.34 3.10 1.64 0.331
H -0.15 2.72 -0.02 0.461
H -1.66 2.59 -0.84 -0.770
H -0.45 1.35 -1.15 -0.556
H -2.51 0.34 -1.39 0.064
C 3.34 -2.17 -0.53 -1.401
C 3.96 -3.09 0.53 2.215
C 3.02 -4.24 0.87 -2.418
C 5.24 -3.74 -0.06 -1.361
C 6.54 -2.91 0.04 -0.633
C 6.68 -2.21 1.38 -1.302
C 5.43 -1.46 1.86 1.628
C 5.66 -1.07 3.31 -1.665
C 5.22 -0.18 1.01 -1.245
N 4.33 -2.40 1.76 0.180
O 3.21 -2.00 2.53 -0.213
H 2.77 -1.37 -0.05 -0.513
H 4.10 -1.69 -1.16 0.320
H 2.65 -2.69 -1.20 0.695
H 2.05 -3.83 1.19 0.520
H 2.81 -4.85 0.00 0.529
H 3.45 -4.82 1.69 0.441
H 5.33 -4.76 0.31 0.501
H 5.05 -3.84 -1.13 0.305
H 7.31 -3.69 0.02 0.400
H 6.67 -2.25 -0.81 0.320
H 7.46 -1.45 1.29 0.327
H 6.99 -2.92 2.14 0.434
H 5.99 -1.91 3.92 0.373
H 4.72 -0.72 3.74 0.200
H 6.38 -0.26 3.39 0.426
H 5.55 -0.31 -0.02 0.238
H 5.72 0.67 1.48 0.569
H 4.16 0.06 1.03 -0.170
H 2.84 -2.83 2.83 0.325
C -3.19 1.92 -3.54 -0.787
O -2.90 0.54 -3.60 0.066
C -3.69 -0.13 -4.54 -1.247
C -3.88 -1.59 -4.18 0.784
C -4.89 -2.20 -5.15 -1.539
N -4.39 -1.78 -2.82 -0.406
H -4.16 2.13 -3.09 0.348
H -3.18 2.39 -4.53 0.466
H -2.40 2.39 -2.95 -0.107
H -4.71 0.29 -4.61 0.492
H -3.35 -0.01 -5.58 0.333
H -2.96 -2.17 -4.27 0.241
H -4.95 -3.29 -5.07 0.300
H -4.59 -1.97 -6.18 0.387
H -5.88 -1.78 -4.96 0.392
H -3.78 -1.30 -2.17 0.207
H -5.33 -1.44 -2.69 0.250
C 3.60 3.36 3.49 -0.772
O 2.33 2.75 3.50 0.067
C 1.47 3.29 4.49 -1.029
C 1.64 2.64 5.85 0.884
C 1.24 1.18 5.78 -1.301
N 0.66 3.32 6.74 -0.739
H 4.12 2.95 2.62 0.097
H 4.22 3.17 4.37 0.280
H 3.50 4.43 3.30 0.365
H 1.57 4.39 4.55 0.401
H 0.44 3.21 4.14 0.287
H 2.66 2.71 6.24 0.163
H 0.21 1.06 5.44 0.351
H 1.26 0.71 6.77 0.484
H 1.93 0.58 5.18 0.047
H 0.52 2.78 7.59 0.238
H 1.04 4.22 7.01 0.239
C 1.50 2.71 -5.28 -0.480
O 2.82 2.35 -4.98 -0.392
C 3.14 2.32 -3.62 -0.865
C 2.30 1.37 -2.76 1.034
C 2.66 1.58 -1.32 -0.679
N 2.60 -0.05 -3.06 -0.469
H 0.77 1.97 -4.94 0.105
H 1.40 2.75 -6.37 0.310
H 1.22 3.68 -4.84 0.303
H 4.18 2.00 -3.53 0.328
H 3.11 3.34 -3.18 0.386
H 1.23 1.48 -2.96 -0.510
H 2.26 0.80 -0.67 -0.420
H 2.25 2.53 -0.95 0.261
H 3.74 1.71 -1.17 0.568
H 3.57 -0.24 -2.80 0.185
H 2.66 -0.15 -4.08 0.267
C -4.26 7.02 -3.31 -0.603
O -3.77 7.31 -2.01 -0.333
C -2.36 7.34 -1.94 -0.960
C -1.76 6.02 -1.54 0.707
C -2.48 5.39 -0.34 -0.553
N -0.32 6.14 -1.38 -0.715
H -3.88 6.05 -3.64 0.202
H -3.96 7.81 -4.01 0.301
H -5.34 6.97 -3.22 0.247
H -1.95 7.73 -2.88 0.396
H -2.07 8.09 -1.19 0.365
H -1.87 5.29 -2.36 -0.071
H -1.82 5.50 0.53 0.197
H -2.67 4.33 -0.47 -0.169
H -3.46 5.82 -0.13 0.510
H -0.11 6.66 -0.54 0.306
H 0.10 5.22 -1.33 0.232
C -4.49 -5.22 -2.49 -0.894
O -3.49 -4.35 -1.98 -0.431
H -5.50 -4.83 -2.30 0.328
H -4.35 -5.34 -3.57 0.302
H -4.49 -6.16 -1.95 0.296
H -3.74 -3.46 -2.29 0.292
C -4.67 -1.37 2.79 -0.492
O -4.80 -1.25 1.39 -0.659
H -3.91 -2.13 3.06 0.115
H -4.27 -0.45 3.25 0.159
H -5.67 -1.61 3.13 0.327
H -4.01 -0.86 0.99 0.385
C -1.74 -6.92 -0.72 -0.524
O -1.25 -6.03 -1.71 -0.517
H -2.65 -7.40 -1.10 0.215
H -0.95 -7.63 -0.50 0.275
H -1.98 -6.36 0.19 0.165
H -1.90 -5.32 -1.84 0.460
C -1.80 -5.76 5.03 -0.576
O -2.19 -5.01 3.92 -0.428
H -2.06 -5.30 5.99 0.245
H -2.34 -6.71 5.03 0.230
H -0.73 -5.98 5.07 0.244
H -1.45 -4.64 3.42 0.268
```

***

x is the most stable structure; the next one sits 6.356 eV above it.

***

--- w ---
# CH4NO3P

CH4NO3P as an isolated structure (the ωB97M-V functional and the def2-TZVPD basis, the Open Molecules 2025 dataset).

## Properties
* total charge: 0
* HOMO-LUMO gap: 10.91 eV
* lowest unoccupied orbital energy: 0.547 eV

Geometry as XYZ:
```
10
Properties=species:S:1:pos:R:3:mulliken_charge:R:1
C 0.82 -0.75 0.02 0.628
N 1.56 -0.81 0.94 -0.365
O -1.46 0.89 0.78 -0.508
O -2.84 -0.89 -0.22 -0.439
O 0.13 -0.88 -0.91 -0.456
P -1.93 0.42 -0.52 0.515
H 2.14 1.53 -1.02 -0.222
H 1.86 -0.26 1.71 0.295
H -2.94 -1.13 0.70 0.340
H 2.66 1.88 -1.48 0.212
```

***

--- x ---
# CH4NO3P

One molecule with the formula CH4NO3P (the ωB97M-V functional and the def2-TZVPD basis, the Open Molecules 2025 dataset).

## Properties
* total charge: 0
* SMILES: ON1CP(O)O1
* HOMO-LUMO gap: 9.58 eV
* lowest unoccupied orbital energy: 0.617 eV

Geometry as XYZ:
```
10
Properties=species:S:1:pos:R:3:mulliken_charge:R:1
O 0.24 0.56 2.16 -0.457
N -0.18 0.78 0.61 0.031
C 0.67 0.40 -0.46 -0.460
P -0.90 -0.07 -1.57 0.336
O -0.83 -1.63 -1.69 -0.410
O -1.25 -0.10 0.16 -0.346
H 0.25 1.42 2.59 0.336
H 1.44 1.22 -0.65 0.296
H 1.12 -0.53 -0.30 0.309
H -0.55 -2.05 -0.84 0.365
```

***

w is the most stable structure; the next one sits 4.404 eV above it.

***

--- w ---
# C4H5P

A 2-piece molecular cluster, C4H5P overall (the ωB97M-V functional and the def2-TZVPD basis, the Open Molecules 2025 dataset).

## Properties
* total charge: 0
* HOMO-LUMO gap (spin up / spin down): 7.63 / 8.19 eV
* lowest unoccupied orbital energy (spin up / spin down): -1.106 / 0.019 eV

Geometry as XYZ:
```
10
Properties=species:S:1:pos:R:3:mulliken_charge:R:1
C 0.54 1.05 -0.86 0.317
C -1.23 -1.03 0.28 -0.743
C -0.62 0.52 -1.07 -0.287
C 1.70 1.14 0.04 -0.756
P 1.69 2.25 -1.45 -0.050
H -2.28 -1.21 0.26 0.331
H -0.63 -1.06 1.17 0.316
H -1.36 0.58 -1.84 0.365
H 1.56 1.59 1.02 0.254
H 2.39 0.30 0.05 0.254
```

***

--- x ---
# C4H5P

One molecule with the formula C4H5P (the ωB97M-V functional and the def2-TZVPD basis, the Open Molecules 2025 dataset).

## Properties
* total charge: 0
* HOMO-LUMO gap: 8.52 eV
* lowest unoccupied orbital energy: 0.265 eV

Geometry as XYZ:
```
10
Properties=species:S:1:pos:R:3:mulliken_charge:R:1
C -0.46 -0.02 0.83 -0.064
C -1.13 -1.13 1.06 -0.789
C 0.00 -0.73 -1.60 -0.149
C 0.39 0.20 -0.44 -0.416
P -0.88 -2.07 -1.39 -0.139
H -0.42 0.70 1.52 0.437
H -1.97 -1.60 1.66 0.304
H 0.58 -0.40 -2.50 0.315
H 0.23 1.26 -0.77 0.261
H 1.54 0.01 -0.27 0.240
```

***

x is the most stable structure; the next one sits 2.819 eV above it.